No. 1
Computed, not measured: the molecule C22H30FN3O4S at a distorted geometry, with ωB97M-V with the def2-TZVPD basis set.

```
61
C22H30FN3O4S ωB97M-V with the def2-TZVPD basis set
C 1.41 -5.25 -0.15
C 1.32 -3.77 -0.17
C 1.42 -2.82 0.81
N 1.28 -1.59 0.22
C 1.10 -1.83 -1.05
C 0.87 -0.85 -2.10
C 1.58 0.35 -2.15
C 1.37 1.27 -3.16
C 0.42 1.00 -4.13
C -0.30 -0.18 -4.09
C -0.07 -1.11 -3.09
H -0.64 -2.02 -3.04
H -1.04 -0.39 -4.85
H 0.25 1.72 -4.92
H 1.95 2.18 -3.17
F 2.52 0.61 -1.22
O 1.12 -3.14 -1.34
C 1.60 -2.96 2.26
H 1.94 -2.03 2.70
H 2.24 -3.79 2.53
S -0.01 -3.33 3.10
O 0.19 -4.52 3.88
O -0.46 -2.15 3.80
C -1.26 -3.72 1.82
C -1.51 -2.58 0.85
O -1.55 -2.77 -0.36
N -1.73 -1.41 1.44
H -1.53 -1.33 2.43
C -2.02 -0.20 0.70
H -1.28 -0.10 -0.11
H -3.00 -0.31 0.24
C -1.99 1.04 1.62
N -0.74 1.75 1.70
C 0.31 0.93 2.28
H 0.70 0.18 1.57
H -0.07 0.42 3.16
H 1.14 1.56 2.59
C -0.28 2.43 0.48
C 0.64 3.60 0.88
C 1.17 4.34 -0.34
C 0.02 4.88 -1.18
C -0.90 3.74 -1.59
C -1.43 3.00 -0.36
H -2.02 3.68 0.25
H -2.08 2.19 -0.71
H -1.75 4.13 -2.16
H -0.36 3.04 -2.23
H 0.41 5.39 -2.07
H -0.54 5.62 -0.60
H 1.82 5.16 -0.02
H 1.77 3.65 -0.94
H 0.07 4.28 1.51
H 1.48 3.23 1.46
H 0.30 1.73 -0.15
H -2.77 1.74 1.31
H -2.24 0.72 2.63
H -0.94 -4.62 1.31
H -2.15 -3.93 2.41
H 0.52 -5.68 -0.61
H 1.49 -5.61 0.88
H 2.28 -5.59 -0.71
```

The electronic energy comes out at -1819.62117 Ha. The energy above the lowest of the compared OMol25 structures with the same formula, charge and spin is 0.464 eV. For the LUMO energy, the calculation gives 0.0190 Ha. The SMILES is Cc1oc(-c2ccccc2F)nc1CS(=O)(=O)CC(=O)NCCN(C)C1CCCCC1.

***

No. 2
Computed, not measured: the molecule C22H30FN3OS, with ωB97M-V with the def2-TZVPD basis set.

```
58
C22H30FN3OS ωB97M-V with the def2-TZVPD basis set
C 5.37 1.72 0.98
H 5.02 1.89 2.00
H 6.45 1.59 0.99
H 5.13 2.60 0.39
C 4.69 0.49 0.37
C 3.21 0.71 0.34
C 2.28 0.00 1.04
S 0.69 0.57 0.71
C 1.41 1.75 -0.36
N 2.68 1.69 -0.44
C 0.50 2.68 -1.10
N -0.81 2.62 -0.50
C -1.94 2.77 -1.39
H -1.74 2.23 -2.32
C -3.17 2.16 -0.71
C -3.42 2.92 0.60
C -2.17 2.93 1.48
C -0.97 3.44 0.68
H -0.06 3.37 1.29
H -1.12 4.50 0.41
H -1.95 1.92 1.82
H -2.32 3.56 2.35
H -4.26 2.48 1.14
H -3.68 3.95 0.36
C -2.91 0.66 -0.55
H -2.93 0.21 -1.54
H -1.90 0.55 -0.16
C -3.89 -0.10 0.35
C -3.52 -1.57 0.32
O -4.21 -2.43 -0.18
N -2.33 -1.84 0.92
H -1.77 -1.09 1.28
C -1.70 -3.14 0.82
C -0.29 -3.03 0.30
C 0.78 -3.57 0.99
C 2.08 -3.48 0.51
C 2.33 -2.83 -0.68
C 1.28 -2.27 -1.40
C -0.01 -2.39 -0.90
F -1.01 -1.85 -1.62
H 1.44 -1.76 -2.33
H 3.34 -2.75 -1.06
H 2.89 -3.91 1.07
H 0.59 -4.08 1.93
H -1.69 -3.63 1.80
H -2.32 -3.73 0.14
H -3.83 0.26 1.38
H -4.91 0.01 -0.02
H -4.05 2.31 -1.36
H -2.12 3.83 -1.64
H 0.44 2.35 -2.14
H 0.94 3.69 -1.10
H 2.43 -0.81 1.72
C 5.20 0.24 -1.05
H 4.73 -0.64 -1.47
H 6.28 0.10 -1.04
H 4.96 1.10 -1.68
H 4.90 -0.38 1.00
```

The electronic energy comes out at -1593.92190 Ha. For the LUMO energy, the calculation gives 0.0200 Ha. The SMILES is CC(C)c1csc(CN2CCC[C@H](CCC(=O)NCc3ccccc3F)C2)n1.